[1]
Formula: C30H27Cl2N6O3PtS
Source: OMol25
Level of theory: ωB97M-V/def2-TZVPD

```
! wB97M-V def2-TZVPD RIJCOSX def2/J DEFGRID3
* xyz -1 5
Pt -0.97 0.53 0.46
Cl -4.92 5.89 -1.05
C -3.56 4.81 -0.99
C -3.63 3.71 -0.14
C -2.56 2.82 -0.08
N -2.54 1.66 0.70
C -3.61 1.15 1.36
O -4.64 1.74 1.64
C -3.47 -0.35 1.73
C -4.12 -0.61 3.05
C -3.52 -1.31 4.05
C -2.19 -1.72 3.89
C -1.48 -1.31 2.74
N -2.00 -0.65 1.75
C -1.40 3.04 -0.85
C -1.36 4.14 -1.70
C -2.44 5.02 -1.76
Cl -2.33 6.37 -2.85
N -0.34 2.13 -0.63
C 0.85 2.32 -1.24
O 1.05 2.94 -2.28
C 2.11 1.78 -0.58
C 3.12 1.30 -1.40
C 4.35 1.00 -0.83
C 4.52 1.23 0.53
C 3.45 1.73 1.25
N 2.26 1.98 0.73
H -4.50 3.54 0.46
H -5.15 -0.27 3.11
H -4.07 -1.57 4.95
H -1.67 -2.28 4.65
H -0.42 -1.52 2.68
H -0.51 4.31 -2.33
H 2.94 1.18 -2.45
H 5.15 0.60 -1.43
H 5.47 1.04 1.02
H 3.56 1.93 2.32
O -3.33 -0.33 -1.46
S -3.79 -1.51 -0.66
N -4.20 -1.21 0.86
C -0.33 -0.10 -3.19
C 0.20 -1.50 -2.89
C -0.90 -2.42 -2.36
C 1.42 -1.59 -2.00
C 2.61 -2.00 -2.57
C 3.73 -2.33 -1.80
C 3.62 -2.36 -0.42
C 2.48 -1.94 0.23
C 2.31 -2.25 1.70
C 2.13 -1.04 2.63
C 1.21 -3.30 1.85
C 1.40 -1.39 -0.57
N 0.45 -0.70 0.02
H -1.09 -0.17 -3.97
H 0.46 0.57 -3.52
H -0.83 0.33 -2.32
H 0.54 -1.92 -3.85
H -1.28 -2.07 -1.40
H -0.54 -3.44 -2.24
H -1.75 -2.43 -3.04
H 2.66 -2.10 -3.65
H 4.64 -2.65 -2.29
H 4.44 -2.74 0.18
H 3.24 -2.73 2.01
H 1.37 -0.34 2.27
H 3.06 -0.49 2.71
H 1.85 -1.38 3.63
H 0.26 -2.97 1.43
H 1.05 -3.55 2.91
H 1.49 -4.22 1.33
*
```

Calculated values
ΔE to the lowest compared entry with this formula, charge and spin in kJ/mol: 30.2
Frontier orbital gap (alpha / beta) in eV: 5.432 / 5.487
Lowest unoccupied orbital energy (alpha / beta) in eV: 2.244 / 0.695

Charges per atom according to Löwdin partitioning, unit e: 1.308 0.631 -0.685 -0.031 -0.199 -0.084 -0.434 0.064 -0.534 0.020 -0.081 -0.031 -0.146 -0.057 -0.188 -0.039 -0.683 0.629 -0.062 -0.478 0.039 -0.223 -0.019 -0.072 -0.076 -0.166 0.133 0.097 0.119 0.101 0.097 0.060 0.090 0.117 0.106 0.097 0.103 -0.644 0.730 -0.331 -0.050 -0.362 -0.078 -0.119 -0.046 -0.073 -0.053 -0.131 -0.358 -0.070 -0.061 -0.261 0.033 0.089 0.075 0.036 0.122 0.010 0.082 0.081 0.113 0.101 0.112 0.124 0.040 0.062 0.079 0.063 0.079 0.085

[2]
Formula: C2HNO4
Source: OMol25
Level of theory: ωB97M-V/def2-TZVPD

```
! wB97M-V def2-TZVPD RIJCOSX def2/J DEFGRID3
* xyz 0 1
C 1.55 0.10 0.49
C -1.00 0.37 -0.08
N -1.74 -0.70 -0.43
O 0.40 -0.10 -0.23
O 1.74 0.54 1.56
O -1.36 1.40 0.38
O -1.86 -1.23 -1.50
H 2.26 -0.40 -0.20
*
```

Calculated values
ΔE to the lowest compared entry with this formula, charge and spin in kJ/mol: 292.5
SMILES: O=COC(=O)N=O
Frontier orbital gap (alpha / beta) in eV: 8.520 / 8.487
Lowest unoccupied orbital energy (alpha / beta) in eV: -1.986 / -2.030

Charges per atom according to Löwdin partitioning, unit e: -0.330 -0.434 0.075 0.048 0.148 0.211 0.132 0.151

[3]
Formula: C15H15N3O3
Source: OMol25
Level of theory: ωB97M-V/def2-TZVPD

```
! wB97M-V def2-TZVPD RIJCOSX def2/J DEFGRID3
* xyz 0 1
C 3.85 0.11 -2.10
H 3.26 -0.50 -2.78
H 4.89 0.07 -2.43
H 3.51 1.14 -2.17
C 3.73 -0.42 -0.68
C 4.21 -1.87 -0.62
H 5.24 -1.93 -0.95
H 4.14 -2.27 0.39
H 3.60 -2.49 -1.27
H 4.36 0.19 -0.02
C 2.27 -0.29 -0.19
N 1.85 1.08 -0.29
C 0.56 1.47 -0.13
N 0.35 2.78 0.04
C -0.90 3.23 0.16
N -2.01 2.53 0.14
C -1.83 1.22 -0.03
C -0.56 0.63 -0.19
O -0.64 -0.72 -0.34
C -1.97 -1.02 -0.28
C -2.53 -2.29 -0.38
C -3.90 -2.37 -0.29
C -4.70 -1.24 -0.11
C -4.15 0.01 -0.01
C -2.76 0.13 -0.09
H -4.75 0.90 0.14
H -5.77 -1.36 -0.04
H -4.37 -3.34 -0.36
H -1.91 -3.16 -0.52
H -1.00 4.29 0.30
H 2.52 1.79 -0.03
C 2.15 -0.80 1.24
O 1.93 -1.94 1.56
O 2.35 0.18 2.14
H 2.26 -0.16 3.04
H 1.63 -0.92 -0.82
*
```

Calculated values
ΔE to the lowest compared entry with this formula, charge and spin in kJ/mol: 0.0
SMILES: CC(C)[C@H](Nc1ncnc2c1oc1ccccc12)C(=O)O
Frontier orbital gap in eV: 8.894
Lowest unoccupied orbital energy in eV: 0.369

Charges per atom according to Löwdin partitioning, unit e: -0.063 0.087 0.081 0.071 -0.367 -0.057 0.082 0.074 0.091 0.145 -0.217 0.098 -0.246 0.138 -0.220 0.132 -0.158 -0.097 0.097 -0.184 0.010 -0.077 -0.086 -0.005 -0.083 0.117 0.101 0.104 0.119 0.105 0.151 -0.492 0.122 0.127 0.140 0.161

[4]
Formula: C16H19Cl2N3O9Pt
Source: OMol25
Level of theory: ωB97M-V/def2-TZVPD

```
! wB97M-V def2-TZVPD RIJCOSX def2/J DEFGRID3
* xyz 1 4
Pt 21.73 4.83 -26.81
Cl 22.92 3.09 -29.69
O 23.87 2.05 -29.85
O 23.31 4.31 -30.29
O 21.61 2.69 -30.11
O 22.95 3.34 -28.27
Cl 19.93 6.35 -23.73
O 19.99 5.40 -22.60
O 18.56 6.58 -24.12
O 20.54 7.62 -23.55
O 20.55 5.66 -24.86
N 20.00 3.38 -26.92
C 18.69 3.72 -27.13
C 17.58 2.84 -27.02
C 17.84 1.53 -26.55
C 19.15 1.17 -26.34
C 20.17 2.05 -26.53
H 18.56 4.77 -27.33
H 16.56 3.22 -27.03
H 16.99 0.88 -26.40
H 19.36 0.13 -26.12
H 21.17 1.74 -26.25
N 20.55 6.24 -28.14
C 20.06 7.44 -27.70
C 19.22 8.24 -28.50
C 18.92 7.94 -29.87
C 19.50 6.69 -30.29
C 20.23 5.94 -29.42
H 20.18 7.68 -26.65
H 18.71 9.05 -28.01
H 18.29 8.56 -30.48
H 19.28 6.43 -31.32
H 20.71 5.10 -29.90
N 23.43 6.44 -26.65
C 23.35 7.54 -25.78
C 24.25 8.55 -25.87
C 25.33 8.48 -26.80
C 25.46 7.36 -27.57
C 24.49 6.38 -27.50
H 22.55 7.59 -25.07
H 24.08 9.43 -25.27
H 26.01 9.31 -26.93
H 26.31 7.23 -28.22
H 24.62 5.49 -28.10
C 23.12 3.48 -24.00
O 23.14 3.90 -25.29
H 22.09 3.15 -23.83
H 23.69 2.57 -23.81
H 23.39 4.29 -23.32
H 24.07 3.88 -25.51
*
```

Calculated values
Frontier orbital gap (alpha / beta) in eV: 9.402 / 4.627
Lowest unoccupied orbital energy (alpha / beta) in eV: -3.457 / -8.192

Charges per atom according to Löwdin partitioning, unit e: 1.534 0.628 -0.254 -0.316 -0.303 -0.455 0.680 -0.309 -0.317 -0.303 -0.489 -0.051 -0.084 0.009 -0.011 -0.047 -0.087 0.101 0.117 0.123 0.125 0.116 -0.064 -0.086 -0.015 0.028 -0.021 -0.137 0.102 0.112 0.117 0.120 0.096 -0.047 -0.083 -0.026 -0.007 -0.039 -0.105 0.091 0.121 0.121 0.124 0.105 -0.122 -0.223 0.095 0.109 0.112 0.113

[5]
Formula: C2H6N3S
Source: OMol25
Level of theory: ωB97M-V/def2-TZVPD

```
! wB97M-V def2-TZVPD RIJCOSX def2/J DEFGRID3
* xyz 1 1
C 2.97 -0.04 0.12
C -1.57 -0.50 -0.43
N 4.06 0.28 -0.22
N -1.42 -1.42 0.35
N -1.82 0.91 0.20
S 1.46 -0.34 0.30
H -1.83 -0.43 -1.53
H 4.92 0.21 0.30
H -1.40 -2.38 0.14
H -2.28 0.85 1.09
H -2.23 1.65 -0.55
H -0.87 1.21 0.25
*
```

Calculated values
ΔE to the lowest compared entry with this formula, charge and spin in kJ/mol: 178.2
Frontier orbital gap in eV: 9.089
Lowest unoccupied orbital energy in eV: -3.989

Charges per atom according to Löwdin partitioning, unit e: -0.845 -0.258 0.163 0.162 0.203 0.745 0.158 0.112 0.098 0.157 0.240 0.064

[6]
Formula: C5H6N2O
Source: OMol25
Level of theory: ωB97M-V/def2-TZVPD

```
! wB97M-V def2-TZVPD RIJCOSX def2/J DEFGRID3
* xyz 0 1
C 2.34 0.21 0.24
C -0.04 0.34 -0.17
C -1.35 1.07 -0.30
C -2.26 -0.03 0.17
C -1.61 -1.26 0.16
H 1.99 -1.93 -0.68
H 3.15 0.91 0.90
H 1.04 2.08 -0.01
H -1.45 2.17 -0.26
H -3.27 -0.06 0.16
H -2.04 -2.34 0.05
N 2.56 -1.08 -0.18
N 1.12 0.92 0.00
O -0.19 -0.99 -0.07
*
```

Calculated values
ΔE to the lowest compared entry with this formula, charge and spin in kJ/mol: 431.9
SMILES: [H]/N=C\Nc1ccco1
Frontier orbital gap in eV: 8.012
Lowest unoccupied orbital energy in eV: 0.543

Charges per atom according to Löwdin partitioning, unit e: -0.238 -0.395 0.005 -0.101 -0.073 0.125 0.162 0.239 0.083 0.045 0.143 0.017 0.019 -0.031

[7]
Formula: H22O35S6Zn4
Source: OMol25
Level of theory: ωB97M-V/def2-TZVPD

```
! wB97M-V def2-TZVPD RIJCOSX def2/J DEFGRID3
* xyz -4 1
Zn -0.77 -2.51 1.84
Zn 3.36 -0.48 -0.25
Zn -2.38 -0.13 -1.92
Zn -0.01 2.88 1.15
S 4.99 0.54 1.41
O 5.94 -0.43 1.96
O 5.15 1.89 1.82
O 5.13 0.39 -0.05
O 3.61 0.12 1.58
S 0.14 -0.16 0.11
O -0.68 -0.44 -1.07
O 1.46 -0.77 0.00
O 0.35 1.26 0.29
O -0.57 -0.74 1.26
S -2.40 3.10 -1.24
O -1.44 3.25 -0.18
O -2.10 4.16 -2.18
O -2.13 1.74 -1.71
O -3.76 3.17 -0.73
S -3.85 -2.98 1.95
O -4.83 -2.07 1.44
O -2.58 -2.26 2.15
O -4.37 -3.46 3.21
O -3.58 -4.07 1.11
S 1.75 4.43 -1.19
O 2.94 3.69 -1.65
O 2.15 5.75 -0.63
O 0.76 4.65 -2.28
O 1.12 3.66 -0.12
S -3.32 -3.15 -2.53
O -4.17 -2.58 -3.56
O -4.16 -3.79 -1.56
O -2.43 -4.05 -3.22
O -2.59 -2.07 -1.89
O 2.67 1.39 -0.77
H 1.83 1.56 -0.35
H 2.97 2.25 -1.07
O 1.24 -1.07 -2.82
H 0.57 -1.31 -2.19
H 1.65 -0.28 -2.47
O 0.67 2.09 -3.12
H -0.03 1.83 -2.52
H 0.97 2.93 -2.79
O 1.22 -2.89 2.21
H 1.73 -3.59 2.60
H 1.70 -2.09 2.42
O 1.64 2.31 2.36
H 2.40 1.97 1.89
H 1.98 2.56 3.22
O -1.39 -0.07 -3.77
H -1.43 -0.83 -4.35
H -1.83 0.63 -4.26
O -0.56 -1.72 3.83
H -0.16 -0.86 3.98
H -1.17 -1.84 4.55
O -3.06 -0.03 0.04
H -2.33 0.32 0.55
H -3.61 -0.48 0.69
O -0.65 -3.22 -0.21
H 0.13 -3.57 -0.62
H -1.21 -2.96 -0.94
O 3.80 -2.35 0.45
H 4.63 -2.43 0.92
H 3.42 -3.23 0.47
O -1.28 2.01 2.62
H -2.23 1.96 2.69
H -1.01 2.46 3.42
*
```

Calculated values
ΔE to the lowest compared entry with this formula, charge and spin in kJ/mol: 595.7
Frontier orbital gap in eV: 3.205
Lowest unoccupied orbital energy in eV: 5.652

Charges per atom according to Löwdin partitioning, unit e: 0.736 0.724 0.722 0.722 0.185 -0.400 -0.312 -0.375 -0.406 0.416 -0.326 -0.323 -0.328 -0.330 0.208 -0.373 -0.332 -0.377 -0.374 0.114 -0.355 -0.419 -0.432 -0.348 0.300 -0.353 -0.434 -0.360 -0.397 0.105 -0.436 -0.351 -0.409 -0.402 -0.064 -0.015 -0.013 -0.058 -0.015 -0.006 -0.057 -0.010 -0.040 -0.002 0.085 0.075 -0.005 0.043 0.076 -0.003 0.084 0.080 -0.028 0.068 0.080 -0.020 0.024 0.041 -0.008 0.071 0.028 -0.007 0.069 0.075 0.012 0.098 0.062

[8]
Formula: C28H33AsBaF6N5O7P3S
Source: OMol25
Level of theory: ωB97M-V/def2-TZVPD

```
! wB97M-V def2-TZVPD RIJCOSX def2/J DEFGRID3
* xyz 1 2
Ba -1.18 0.83 0.37
C 0.22 0.05 5.26
C 0.22 0.09 3.77
N -0.77 -0.18 3.01
N -2.03 -0.29 3.62
C -3.01 -0.79 2.88
N -4.26 -0.44 3.09
S -2.62 -1.89 1.59
C 1.46 0.54 3.06
C 2.70 0.51 3.69
C 3.80 1.04 3.02
C 3.62 1.59 1.77
C 2.34 1.59 1.22
N 1.29 1.08 1.84
H -0.71 -0.34 5.67
H 0.38 1.05 5.65
H 1.03 -0.59 5.60
H -2.25 0.47 4.27
H -4.44 0.48 3.49
H -4.99 -0.85 2.52
H 2.82 0.09 4.67
H 4.78 1.02 3.48
H 4.44 2.03 1.22
H 2.17 2.03 0.25
N -3.47 2.67 -3.19
C -4.11 1.80 -2.13
C -5.60 1.65 -2.36
P -3.62 2.63 -0.54
O -4.70 3.81 -0.47
O -2.23 3.13 -0.84
O -3.73 1.65 0.57
P -3.17 0.20 -2.24
O -3.55 -0.26 -3.74
O -3.67 -0.75 -1.21
O -1.73 0.62 -2.25
H -3.97 3.55 -3.31
H -3.41 2.19 -4.09
H -2.52 2.88 -2.82
H -6.12 2.62 -2.32
H -6.01 1.02 -1.57
H -5.82 1.18 -3.32
H -4.59 4.36 0.33
H -4.22 -0.95 -3.75
F -1.30 2.63 2.48
P -2.25 3.31 3.67
F -1.10 4.36 3.94
F -3.36 2.12 3.39
F -2.96 4.22 2.57
F -1.54 2.25 4.73
F -3.15 3.88 4.84
O 0.46 -1.34 0.02
As 1.69 -1.61 -1.07
C 1.34 -3.25 -1.98
C 2.17 -3.70 -3.00
C 1.89 -4.91 -3.63
C 0.79 -5.66 -3.23
C -0.04 -5.20 -2.21
C 0.23 -4.00 -1.58
C 1.89 -0.25 -2.40
C 2.82 0.77 -2.24
C 2.90 1.78 -3.19
C 2.05 1.77 -4.28
C 1.12 0.76 -4.43
C 1.03 -0.25 -3.49
C 3.35 -1.77 -0.12
C 3.28 -2.05 1.24
C 4.44 -2.25 1.96
C 5.68 -2.16 1.33
C 5.75 -1.88 -0.03
C 4.59 -1.68 -0.76
H 3.02 -3.11 -3.32
H 2.53 -5.26 -4.42
H 0.58 -6.60 -3.72
H -0.89 -5.79 -1.91
H -0.40 -3.62 -0.79
H 3.50 0.77 -1.39
H 3.63 2.57 -3.08
H 2.12 2.56 -5.03
H 0.45 0.75 -5.29
H 0.29 -1.03 -3.60
H 2.31 -2.12 1.71
H 4.39 -2.48 3.02
H 6.59 -2.32 1.90
H 6.71 -1.81 -0.52
H 4.65 -1.48 -1.82
*
```

Calculated values
ΔE to the lowest compared entry with this formula, charge and spin in kJ/mol: 29.6
Frontier orbital gap (alpha / beta) in eV: 8.866 / 5.848
Lowest unoccupied orbital energy (alpha / beta) in eV: -2.917 / -5.935

Charges per atom according to Löwdin partitioning, unit e: 1.898 -0.001 -0.244 -0.023 0.019 -0.762 0.183 0.932 -0.219 0.001 -0.039 -0.030 -0.127 0.020 0.086 0.106 0.091 0.135 0.124 0.130 0.114 0.121 0.117 0.108 0.178 -0.496 -0.066 0.216 -0.106 -0.427 -0.450 0.225 -0.133 -0.346 -0.466 0.167 0.153 0.127 0.083 0.097 0.083 0.094 0.088 -0.281 0.189 -0.106 -0.195 -0.118 -0.179 -0.107 -0.656 1.187 -0.303 -0.090 -0.070 -0.069 -0.068 -0.083 -0.299 -0.113 -0.067 -0.064 -0.063 -0.096 -0.296 -0.098 -0.079 -0.067 -0.066 -0.098 0.106 0.110 0.110 0.108 0.093 0.088 0.110 0.110 0.112 0.112 0.100 0.110 0.110 0.111 0.105

[9]
Formula: H22O11
Source: OMol25
Level of theory: ωB97M-V/def2-TZVPD

```
! wB97M-V def2-TZVPD RIJCOSX def2/J DEFGRID3
* xyz 0 1
O 1.14 -2.06 3.17
H 1.75 -2.25 3.88
H 1.69 -1.76 2.45
O 3.67 -2.74 -4.70
H 3.18 -2.54 -3.90
H 4.48 -3.15 -4.40
O -3.56 0.42 -1.19
H -3.20 -0.44 -0.94
H -3.89 0.78 -0.37
O -0.97 3.95 -1.97
H -1.75 3.59 -1.54
H -1.32 4.61 -2.57
O 0.17 0.93 5.48
H 0.89 0.47 5.91
H 0.36 0.84 4.54
O -1.98 -2.93 0.84
H -2.62 -3.55 1.19
H -1.44 -2.69 1.60
O 4.00 2.34 2.07
H 4.53 1.56 1.93
H 3.10 2.04 1.93
O -3.22 3.13 1.80
H -3.59 2.75 2.60
H -2.38 3.49 2.06
O -1.23 0.26 -4.90
H -0.99 -0.48 -4.34
H -1.70 0.86 -4.32
O 0.78 -2.68 -2.05
H 1.43 -3.35 -1.86
H -0.03 -3.00 -1.65
O 1.13 0.52 0.07
H 1.09 -0.12 -0.63
H 0.49 1.19 -0.18
*
```

Calculated values
ΔE to the lowest compared entry with this formula, charge and spin in kJ/mol: 222.9
SMILES: O.O.O.O.O.O.O.O.O.O.O
Frontier orbital gap in eV: 10.964
Lowest unoccupied orbital energy in eV: -0.179

Charges per atom according to Löwdin partitioning, unit e: -0.049 0.032 0.027 -0.047 0.014 0.028 -0.052 0.019 0.024 -0.054 0.021 0.032 -0.053 0.027 0.019 -0.050 0.033 0.023 -0.051 0.027 0.015 -0.053 0.031 0.030 -0.049 0.021 0.024 -0.046 0.032 0.027 -0.049 0.017 0.030

[10]
Formula: C7H17AsCl2InN4O4S2
Source: OMol25
Level of theory: ωB97M-V/def2-TZVPD

```
! wB97M-V def2-TZVPD RIJCOSX def2/J DEFGRID3
* xyz 1 1
In 1.77 0.75 1.01
Cl 3.86 3.47 -0.07
C 3.36 4.36 1.38
Cl 1.93 3.65 2.17
H 3.11 5.37 1.08
H 4.18 4.34 2.08
C -4.83 -0.45 0.85
C -3.47 -0.83 1.36
N -3.35 -1.77 2.23
N -2.03 -1.82 2.75
C -1.04 -1.91 1.66
S 0.06 -3.06 1.58
N -2.41 -0.12 0.91
N -2.41 0.88 0.04
H -5.56 -1.09 1.33
H -4.87 -0.57 -0.23
H -5.03 0.59 1.09
H -1.97 -2.67 3.31
H -1.88 1.68 0.36
H -2.23 0.62 -0.93
O 0.85 -0.10 3.30
S -0.39 0.66 3.48
O -0.69 1.40 2.25
O -1.15 -0.86 0.87
O -1.77 -0.73 3.58
C 1.39 -2.41 -3.38
As 1.44 -1.02 -2.01
C 1.12 0.52 -3.21
C 3.39 -0.84 -1.91
H 2.04 -2.14 -4.22
H 0.38 -2.55 -3.75
H 1.74 -3.35 -2.96
H 1.82 0.50 -4.04
H 1.24 1.46 -2.66
H 0.11 0.47 -3.61
H 3.83 -0.85 -2.91
H 3.80 -1.66 -1.34
H 3.67 0.10 -1.42
*
```

Calculated values
Frontier orbital gap in eV: 7.837
Lowest unoccupied orbital energy in eV: -3.538

Charges per atom according to Löwdin partitioning, unit e: 0.847 0.501 -0.950 0.492 0.037 0.038 0.025 -0.312 0.190 -0.162 -0.850 0.873 -0.106 0.143 0.096 0.097 0.101 0.176 0.103 0.128 -0.574 0.868 -0.545 -0.060 -0.259 -0.332 0.957 -0.336 -0.359 0.030 0.021 0.023 0.031 0.010 0.018 0.033 0.027 -0.020